No. 1
Below is a molecular structure, C21H33F18N2OSi2 at a distorted geometry, with properties calculated with the ωB97M-V functional and the def2-TZVPD basis.

ORCA input file:
```
! RIJCOSX wB97M-V def2-TZVPD def2/J DEFGRID3
* xyz 1 1
C 5.70031 -1.80305 2.45050
C 6.56398 -1.44887 1.10019
F 7.87875 -0.88885 1.59040
Si 5.74551 -0.03407 0.01099
N 4.00043 -0.02100 0.44563
O 6.62261 1.44029 0.38689
Si 5.55490 2.80349 0.68259
C 5.01817 2.95863 2.56632
F 4.45306 1.64381 2.92269
F 6.26007 3.19120 3.36451
C 3.99636 4.23236 2.65352
F 4.84284 5.38027 3.16251
F 3.65321 4.61206 1.26025
C 2.75896 4.10756 3.69363
F 3.03907 3.25529 4.90956
F 2.58058 5.49322 4.27857
C 1.27125 3.77515 3.02471
F 0.34565 3.99563 4.20364
F 0.84349 4.83643 2.03654
C 1.10269 2.26320 2.44591
F 2.07280 2.14649 1.28758
F 1.58667 1.19692 3.40266
C -0.31847 1.83145 1.82122
F -0.30448 2.22810 0.36306
F -0.38458 0.33134 1.80639
C -1.69481 2.37904 2.44784
F -1.90719 3.87206 2.33859
F -2.79838 1.81750 1.57442
C -2.08104 1.90874 3.96381
F -3.02674 0.73654 3.83674
F -2.90687 2.97980 4.63655
F -0.96672 1.43926 4.80686
H 5.00786 -0.92376 2.79568
H 5.03253 -2.76423 2.22757
H 6.48580 -2.00574 3.32180
H 6.85489 -2.39588 0.45081
H 5.80980 -0.41842 -1.41802
H 3.38981 0.32743 -0.32842
H 3.65216 -0.97302 0.74669
H 6.09415 4.08956 0.26283
H 4.33336 2.56136 -0.12498
C -3.86940 1.25318 -2.72036
C -4.04472 0.21311 -3.81669
C -4.87073 -1.00537 -3.40843
C -4.32205 -1.92710 -2.31463
N -2.94694 -2.60628 -2.55414
C -2.95117 -4.03724 -1.96859
C -3.65720 -4.87527 -3.01458
C -3.22733 -4.28870 -4.34025
C -2.65526 -2.91117 -4.04779
C -1.78265 -1.78857 -1.94538
C -1.59022 -1.88199 -0.42157
C -2.65622 -1.27051 0.47336
H -3.34136 0.84923 -1.85607
H -3.28251 2.09610 -3.10089
H -4.83543 1.63731 -2.38107
H -3.06225 -0.07559 -4.19589
H -4.55963 0.70102 -4.65684
H -5.10637 -1.59805 -4.29983
H -5.84479 -0.63983 -3.05425
H -5.05363 -2.72645 -2.15365
H -4.26553 -1.37314 -1.38313
H -1.90618 -4.35647 -1.86788
H -3.44766 -4.03315 -0.99444
H -4.74356 -4.80245 -2.90638
H -3.39671 -5.93535 -2.92575
H -4.06974 -4.23266 -5.03703
H -2.46143 -4.91312 -4.81563
H -3.05810 -2.13814 -4.69884
H -1.56893 -2.92928 -4.18480
H -1.89177 -0.75617 -2.27900
H -0.86206 -2.17770 -2.39678
H -0.65219 -1.35785 -0.19536
H -1.42110 -2.91882 -0.11135
H -2.92802 -0.26524 0.14615
H -2.27857 -1.18899 1.49922
H -3.55104 -1.89652 0.51936
*
```

Results
highest occupied orbital energy	-12.1	eV
electronic energy	-3380.7922	Ha
Kohn-Sham gap	8.845	eV

***

No. 2
Below is C6H10O2 in the gas phase at a distorted geometry, with properties calculated with the ωB97M-V functional and the def2-TZVPD basis.

ORCA input file:
```
! RIJCOSX wB97M-V def2-TZVPD def2/J DEFGRID3
* xyz 0 1
O -1.17395 -1.49026 0.32889
C -0.91079 -0.29209 -0.62484
C 0.57948 -0.59538 -1.22555
C 1.58621 -0.39240 -0.00042
C 0.69729 0.03966 1.16629
C -0.47947 0.68766 0.42252
O -0.03098 1.90804 -0.19174
C -1.86187 0.70418 -0.10578
H -2.33323 -1.79364 0.45380
H 0.93486 0.17211 -1.93854
H 0.54733 -1.68790 -1.63395
H 2.37287 0.38518 -0.15240
H 2.20593 -1.28576 0.20866
H 1.30221 0.74816 1.89056
H 0.40189 -0.84190 1.80544
H 0.86316 1.87378 -0.31851
H -2.59779 0.18652 0.46521
H -2.10316 1.67402 -0.54963
*
```

Results
ΔE to the lowest compared entry with this formula, charge and spin	131.5	kcal per mole
highest occupied orbital energy	-8.5	eV
electronic energy	-384.8928	Ha
Kohn-Sham gap	9.145	eV
SMILES	O[C@]12CCC[C@]1(O)C2

***

No. 3
Below is a molecular structure, C7H12I2N3S at a distorted geometry, with properties calculated with the ωB97M-V functional and the def2-TZVPD basis.

ORCA input file:
```
! RIJCOSX wB97M-V def2-TZVPD def2/J DEFGRID3
* xyz 1 1
C -0.97904 0.05826 -0.67643
C -2.48427 1.81775 -1.31833
C -2.59319 -0.42208 -2.33871
C 0.27724 0.77370 1.33236
C 1.52256 -0.29721 -0.49876
C -0.36229 -1.68074 0.91739
C 0.13616 -0.37827 0.27884
N -1.79039 -0.67398 -1.32480
N -0.11075 2.15702 -1.11697
N -1.21401 1.49110 -0.99389
S -2.06687 -0.17045 -3.98486
I -2.89775 3.60343 -2.06828
I -4.50542 -1.06847 -2.11294
H -3.22215 1.15554 -0.76623
H 0.57293 1.64505 0.93368
H -0.78553 0.82781 1.82036
H 0.97694 0.42802 1.97092
H 1.76668 -1.33258 -0.99676
H 2.27338 -0.03741 0.34253
H 1.49990 0.47637 -1.13567
H -1.20282 -1.40818 1.73372
H 0.57829 -2.09593 1.36052
H -0.65585 -2.31328 0.14147
H -0.24653 3.14606 -0.97467
H -0.71943 -0.45707 -3.83152
*
```

Results
ΔE to the lowest compared entry with this formula, charge and spin	41.4	kcal per mole
highest occupied orbital energy (spin up / spin down)	-12.0 / -12.0	eV
electronic energy	-1431.3219	Ha
Kohn-Sham gap (spin up / spin down)	6.811 / 6.818	eV

***

No. 4
Below is a gas-phase ion, C6H11N4 (charge +1) at a distorted geometry, with properties calculated with the ωB97M-V functional and the def2-TZVPD basis.

ORCA input file:
```
! RIJCOSX wB97M-V def2-TZVPD def2/J DEFGRID3
* xyz 1 1
C -1.38883 0.49782 0.67192
C -1.35418 1.32027 -0.39681
C -0.11567 -1.36010 1.53435
C 0.72442 0.48030 -1.27753
C -0.63266 2.25632 -2.52401
C 0.98153 -2.54485 3.26862
N -0.49309 -0.44917 0.94809
N -0.41848 1.34422 -1.35538
N 0.40585 -2.40967 1.98132
N 1.52948 0.62677 -2.25583
H -2.37240 0.33416 1.27662
H -2.15080 2.00655 -0.69030
H -1.46802 2.91302 -2.40202
H 0.17029 2.98222 -2.51336
H -0.46006 1.67863 -3.50791
H 1.56770 -1.69837 3.60107
H 0.14311 -2.62486 3.96319
H 1.49223 -3.44509 3.29332
H 0.12549 -3.26221 1.70850
H 2.41851 0.12575 -2.23943
H 1.29559 1.22831 -3.08444
*
```

Results
ΔE to the lowest compared entry with this formula, charge and spin	94.4	kcal per mole
highest occupied orbital energy	-12.1	eV
electronic energy	-453.8678	Ha
Kohn-Sham gap	8.669	eV

***

No. 5
Below is a molecular structure, C28H54ClCsF3KN7O10S3 at a distorted geometry, with properties calculated with the ωB97M-V functional and the def2-TZVPD basis.

ORCA input file:
```
! RIJCOSX wB97M-V def2-TZVPD def2/J DEFGRID3
* xyz 1 1
C 5.00057 -1.68551 2.66433
C 4.39542 -0.17417 2.85521
C 4.46620 0.77978 1.52445
C 4.97710 0.04159 0.15780
C 3.87506 -0.88022 -0.61510
C 2.31144 -0.63964 -0.19580
C 1.59040 0.66293 -0.87872
O 2.67099 1.38663 -1.62939
N 1.08816 1.80177 0.00788
C 0.39819 1.43454 1.29771
C 1.08047 2.05227 2.65857
N 0.09485 2.79019 3.56841
C 0.32289 2.64374 -0.99938
N -0.09490 3.96662 -0.80464
C 0.15130 4.75402 0.47661
C 1.73682 4.95000 0.85779
F -0.39499 6.14828 0.27423
N 0.10926 1.86492 -2.31483
S -1.31660 2.24711 -3.23382
C -0.86153 3.77945 -4.28301
O -1.76732 1.17552 -4.25332
O -2.48438 2.75677 -2.30148
C 0.48925 0.41474 -2.11506
C 1.32846 -0.23615 -3.40770
C 1.59083 0.88030 -4.61312
C -0.67434 -0.72526 -1.90296
C -1.88232 -0.30043 -0.87310
O -3.13064 -0.14820 -1.69408
C -2.26662 -1.50747 0.21928
N -1.10249 -1.93207 1.08269
H 5.16950 -2.11580 3.76441
H 6.06235 -1.73019 2.15014
H 4.19276 -2.36820 2.16342
H 5.04877 0.34785 3.70723
H 3.27329 -0.27546 3.17406
H 5.27204 1.62653 1.76797
H 3.45113 1.38170 1.35199
H 5.97818 -0.59459 0.29070
H 5.28139 0.91278 -0.59990
H 4.12438 -2.01359 -0.33455
H 4.09783 -0.79528 -1.77141
H 2.16765 -0.69721 0.98808
H 1.71724 -1.59274 -0.60266
H 3.10102 2.02473 -0.97758
H -0.71008 1.87128 1.21949
H 0.27400 0.28399 1.47015
H 1.45297 1.11920 3.30361
H 2.06250 2.68973 2.45922
H -0.79554 3.01477 3.07309
H 0.49695 3.68085 3.93393
H -0.60118 4.50057 -1.57375
H -0.50629 4.28271 1.32314
H 2.39746 3.98614 0.71604
H 2.27482 5.82722 0.29776
H 1.76457 5.18309 2.02839
H -0.28701 3.43021 -5.26957
H -0.13434 4.50584 -3.70469
H -1.88576 4.28429 -4.54572
H 2.33803 -0.76745 -3.05592
H 0.71254 -1.11001 -3.93901
H 2.43257 0.47852 -5.34930
H 0.64044 1.10875 -5.25630
H 2.03083 1.86779 -4.14008
H -1.21273 -1.00337 -2.93193
H -0.25691 -1.76908 -1.50333
H -1.73617 0.74807 -0.35417
H -3.30178 -1.04974 -2.11822
H -3.19001 -1.09674 0.84892
H -2.61981 -2.43670 -0.41657
H -1.16761 -1.36904 1.97147
H -0.17344 -1.69416 0.67255
N -4.26378 -6.52483 -1.30513
S -2.75309 -6.93056 -1.44753
O -1.97527 -7.06778 -0.22087
O -2.02699 -6.44185 -2.61380
F -2.92944 -8.47232 -1.84798
S -4.41846 -5.03232 -0.83673
O -5.76507 -4.69518 -0.37668
O -3.78182 -3.98960 -1.63231
F -3.60214 -4.97048 0.53260
Cl 0.03493 -5.74717 -1.60770
Cs -2.06507 2.58617 1.08490
K 3.63493 6.54836 0.53612
N 4.76307 -5.51119 -4.33038
C 3.69391 -5.65588 -3.51718
C 2.44909 -6.08418 -3.94976
C 2.28690 -6.37914 -5.29928
C 3.36891 -6.23811 -6.16211
C 4.57555 -5.80676 -5.63495
H 3.86988 -5.41030 -2.47392
H 1.62593 -6.18488 -3.25153
H 1.32549 -6.71636 -5.67560
H 3.27488 -6.45940 -7.21921
H 5.45059 -5.68448 -6.26713
O -3.96644 2.45397 4.79679
C -4.97724 2.58795 5.48526
O -6.07771 3.18298 4.97478
C -7.36129 3.22466 5.62670
C -7.43559 4.38553 6.59885
C -4.97626 2.17799 6.92844
H -7.59604 2.26421 6.09574
H -8.10518 3.37116 4.83622
H -6.69563 4.28842 7.39843
H -8.42878 4.44546 7.05249
H -7.22417 5.32863 6.08563
H -4.52882 2.97491 7.52792
H -4.37556 1.26776 7.02970
H -5.96232 1.93537 7.31870
*
```

Results
ΔE to the lowest compared entry with this formula, charge and spin	306.9	kcal per mole
highest occupied orbital energy	-7.3	eV
electronic energy	-4808.2584	Ha
Kohn-Sham gap	1.618	eV

***

No. 6
Below is a molecular structure, C10H15Br3N4O8 at a distorted geometry, with properties calculated with the ωB97M-V functional and the def2-TZVPD basis.

ORCA input file:
```
! RIJCOSX wB97M-V def2-TZVPD def2/J DEFGRID3
* xyz -1 2
C -13.36113 1.71495 -9.51286
N -14.70427 1.30424 -9.06185
O -15.35759 0.70477 -9.86773
O -15.13487 1.76320 -7.99749
H -12.80269 1.76162 -8.57795
H -13.40732 2.68859 -10.00072
H -13.05862 0.98785 -10.26646
C -11.06630 -4.29597 -17.19659
N -10.16223 -4.41969 -15.96606
O -9.58728 -5.50725 -15.80233
O -10.15775 -3.58231 -15.14944
H -10.90641 -5.14234 -17.86456
H -10.91350 -3.30717 -17.62906
H -12.05136 -4.25136 -16.73208
C -7.04687 0.71381 -15.05234
N -7.19543 1.61787 -16.18968
O -6.26762 2.37579 -16.38304
O -8.16990 1.44057 -16.89733
H -6.45121 1.13314 -14.24150
H -6.65644 -0.21008 -15.47903
H -8.03460 0.41902 -14.69793
C -12.15158 -7.20424 -8.26278
C -10.89336 -6.56258 -8.29728
C -10.45734 -5.99209 -9.46050
C -11.26336 -6.02359 -10.61792
C -12.52282 -6.54997 -10.50835
C -12.99737 -7.13711 -9.37342
N -10.85506 -5.30907 -11.91950
O -11.47617 -5.52787 -12.96010
O -9.96877 -4.48933 -11.79944
H -12.52529 -7.70707 -7.38306
H -10.28278 -6.47162 -7.41109
H -9.53013 -5.45182 -9.33892
H -13.27876 -6.55478 -11.27966
H -14.00898 -7.50785 -9.29857
C -11.35636 -1.62260 -12.58499
Br -12.06569 -1.56881 -10.71864
Br -9.57675 -0.75871 -12.48847
Br -12.53788 -0.94564 -13.94499
H -11.11141 -2.63602 -12.90294
*
```

Results
⟨S²⟩	0.764
highest occupied orbital energy (spin up / spin down)	-1.2 / -5.3	eV
electronic energy	-8932.6379	Ha
Kohn-Sham gap (spin up / spin down)	3.150 / 7.272	eV